# 1
Entry from the Open Molecules 2025 dataset: a cluster of 11 separate species, C44H66O19S in total (the ωB97M-V functional and the def2-TZVPD basis).

Its HOMO energy (spin up / spin down) is -11.4 / -11.4 eV. Its spin multiplicity is 2. As for the net charge: +1. The value obtained for the HOMO-LUMO gap (spin up / spin down) is 8.20 / 2.75 eV.

Geometry as XYZ:
```
130
C44H66O19S the ωB97M-V functional and the def2-TZVPD basis
C -3.30019 3.66389 -3.89337
S -2.36300 2.28435 -3.12192
O -3.02229 2.01380 -1.78118
C -2.91656 0.89940 -4.23715
H -4.36927 3.51036 -4.04030
H -2.69604 3.94354 -4.75644
H -3.24424 4.47435 -3.16664
H -2.56521 1.01247 -5.26275
H -3.99769 0.94684 -4.36748
H -2.62560 -0.09349 -3.89421
C 2.46227 1.13135 -3.45331
C 2.12715 -0.23952 -3.49565
C 1.28278 -0.74380 -4.47641
C 0.67004 0.17103 -5.38924
C 0.85592 1.48248 -5.27026
C 1.79054 2.02214 -4.34674
H 3.10409 1.48480 -2.65987
H 2.52846 -0.83715 -2.69055
H 0.99355 -1.78266 -4.41714
H -0.02209 -0.08101 -6.17907
H 0.36929 2.13340 -5.98152
H 1.88192 3.09745 -4.30482
O -7.22284 1.56560 2.37900
C -6.30296 0.97445 2.89932
O -6.23141 -0.31650 2.89384
C -5.09602 -0.85520 3.58944
C -4.55661 0.35196 4.42375
C -5.12677 1.56108 3.63397
H -4.28897 -1.14754 2.91765
H -5.20866 -1.72762 4.23311
H -3.46837 0.30546 4.46471
H -5.04115 0.36132 5.40009
H -4.51106 2.02447 2.86308
H -5.33112 2.38373 4.31922
O 6.97925 -1.00550 -1.66863
C 6.29452 -0.52898 -0.74878
O 5.11933 0.08061 -1.04183
C 4.66016 0.83262 0.01193
C 5.85471 0.96366 0.96502
C 6.70404 -0.25181 0.66104
H 3.81441 0.37588 0.52592
H 4.30009 1.80850 -0.31383
H 5.44507 0.95230 1.97505
H 6.53080 1.79666 0.77235
H 6.36208 -1.04325 1.32796
H 7.76950 -0.09117 0.82563
O -2.51782 0.40995 1.84814
C -1.56817 0.39446 1.09128
O -1.59707 -0.08967 -0.21031
C -0.36124 0.13078 -0.90182
C 0.36118 1.09130 0.00612
C -0.16981 0.87484 1.44648
H -0.63476 0.71272 -1.78195
H 0.20549 -0.79821 -0.96434
H -0.01449 2.03266 -0.39489
H 1.44591 1.00576 -0.05828
H -0.18192 1.80728 2.01085
H 0.26924 0.02062 1.96188
O 0.54025 -4.06488 -2.64473
C -0.48091 -4.32156 -2.05117
O -1.27745 -5.26588 -2.50429
C -2.40396 -5.44225 -1.63502
C -2.47318 -4.18203 -0.72031
C -1.05043 -3.63208 -0.76978
H -2.17861 -6.35494 -1.08336
H -3.31348 -5.62225 -2.20815
H -2.84567 -4.52905 0.24350
H -3.06098 -3.34811 -1.10395
H -0.50319 -3.86357 0.14403
H -1.07580 -2.56912 -1.00972
O -1.47993 3.80957 3.21552
C -1.58410 4.05294 2.04987
O -0.52970 4.54359 1.42171
C -0.88528 5.14264 0.13885
C -2.35538 4.92472 0.04102
C -2.71063 3.94167 1.05284
H -0.39418 4.60422 -0.67171
H -0.74384 6.22060 0.06076
H -2.64330 4.58127 -0.95258
H -2.93015 5.84397 0.15370
H -2.76600 2.91888 0.68012
H -3.65424 4.17524 1.54595
O 3.05583 4.88474 -0.22239
C 2.96404 4.47509 0.92925
O 3.12625 3.13610 1.38043
C 2.72846 3.03668 2.74214
C 3.07255 4.37414 3.28534
C 2.85945 5.34129 2.20568
H 3.25198 2.25242 3.28891
H 1.68884 2.71353 2.79565
H 4.11696 4.32835 3.59389
H 2.46418 4.58311 4.16530
H 3.71884 5.99399 2.05230
H 1.89281 5.83282 2.09570
O 3.31417 -0.24003 4.63191
C 3.50006 -1.24074 3.96135
O 4.64656 -1.55955 3.42402
C 4.64130 -2.86261 2.83577
C 3.44987 -3.50288 3.41083
C 2.55189 -2.36225 3.65037
H 5.53736 -3.35623 3.21197
H 4.55172 -2.75056 1.75525
H 3.76142 -3.94865 4.35546
H 3.05591 -4.34007 2.83461
H 1.74236 -2.43695 4.37645
H 1.99621 -2.10012 2.75003
O -4.78463 -2.77587 1.23727
C -5.23023 -2.26390 0.19095
O -5.55943 -3.03498 -0.85966
C -5.87166 -2.32558 -1.98654
C -5.35139 -0.88908 -1.65388
C -5.35059 -0.75635 -0.15390
H -6.95641 -2.25604 -2.06767
H -5.42962 -2.75935 -2.88351
H -6.04233 -0.19028 -2.12546
H -4.32067 -0.76243 -1.98504
H -6.28326 -0.33682 0.22325
H -4.51259 -0.15950 0.20614
O 2.18900 -2.36045 0.44544
C 2.66436 -3.31105 -0.15135
O 2.40958 -4.61073 0.07110
C 3.14305 -5.47909 -0.75772
C 3.79854 -4.54128 -1.75334
C 3.88531 -3.20514 -1.11249
H 2.72372 -6.42232 -1.10783
H 3.83345 -5.84821 0.00069
H 3.20310 -4.46614 -2.66324
H 4.76848 -5.01221 -1.91311
H 3.79286 -2.37208 -1.80931
H 4.76346 -3.13325 -0.47077
```

# 2
Entry from the Open Molecules 2025 dataset: a structure of composition C32H32GaN2SSi (the ωB97M-V functional and the def2-TZVPD basis).

Its HOMO energy is -11.3 eV. Its spin multiplicity is 1. As for the net charge: +1. The value obtained for the HOMO-LUMO gap is 8.07 eV.

Geometry as XYZ:
```
69
C32H32GaN2SSi the ωB97M-V functional and the def2-TZVPD basis
Ga -0.18630 -0.20760 0.59070
S 1.66940 -4.11900 -0.21560
C 3.06850 -3.09400 -0.10940
C 4.40170 -3.46910 -0.11000
C 5.35480 -2.47440 -0.05290
C 4.97920 -1.13190 -0.00020
C 3.65220 -0.75700 0.01850
C 2.67100 -1.74610 -0.03980
N 1.31080 -1.57110 -0.07060
C 0.66480 -2.71610 -0.16750
C -0.77330 -2.79030 -0.27270
C -1.42480 -4.00820 -0.46720
C -2.79970 -4.03750 -0.59270
C -3.51560 -2.85050 -0.55710
C -2.86890 -1.63750 -0.34370
C -1.48780 -1.57870 -0.19090
H 4.67690 -4.50850 -0.16190
H 6.40030 -2.74040 -0.04210
H 5.74980 -0.37800 0.02890
H 3.36300 0.28250 0.07560
H -0.84860 -4.92060 -0.51050
H -3.31050 -4.98090 -0.71220
H -4.58840 -2.86610 -0.68940
H -3.45890 -0.73020 -0.28760
C 0.17170 0.14620 2.53630
Si -0.65690 1.85220 2.74270
C 0.08020 2.76820 1.20220
N -0.08740 1.94760 -0.01160
C -1.38370 2.22680 -0.67650
C -1.26360 3.06110 -1.95560
C -0.25980 4.19650 -1.78350
C 1.12390 3.64320 -1.39960
C 1.02520 2.18520 -0.94240
C -2.54240 1.81440 2.58400
C -3.30530 2.96720 2.77390
C -4.68610 2.91650 2.71630
C -5.32900 1.71520 2.46340
C -4.58560 0.56370 2.26260
C -3.20460 0.61830 2.32660
C -0.06510 2.46310 4.41680
C -0.93360 2.39720 5.50120
C -0.47290 2.61100 6.78570
C 0.86580 2.89310 7.00160
C 1.74050 2.96820 5.92970
C 1.27740 2.74960 4.64720
H -0.23760 -0.62060 3.19370
H 1.23790 0.23430 2.75300
H 1.14950 2.89800 1.38270
H -0.33470 3.77030 1.06290
H -2.03050 2.74120 0.03830
H -1.86490 1.26770 -0.92430
H -2.24550 3.46840 -2.19830
H -0.96100 2.43640 -2.79550
H -0.62600 4.87880 -1.01470
H -0.19190 4.76480 -2.71120
H 1.56930 4.25240 -0.61020
H 1.80180 3.68690 -2.25210
H 1.95060 1.89380 -0.43400
H 0.89270 1.51400 -1.79840
H -2.81110 3.90670 2.97770
H -5.26330 3.81560 2.87550
H -6.40650 1.67460 2.42660
H -5.07840 -0.37760 2.06690
H -2.62400 -0.29100 2.19880
H -1.97450 2.16870 5.32510
H -1.16000 2.53580 7.61380
H 1.23140 3.03380 8.00630
H 2.78770 3.17560 6.09010
H 1.96530 2.79760 3.81430
```

# 3
Entry from the Open Molecules 2025 dataset: a structure of composition C4H6O2 (the ωB97M-V functional and the def2-TZVPD basis).

Its HOMO energy is -9.4 eV. The energy above the lowest of the compared OMol25 structures with the same formula, charge and spin comes out at 524.3 kJ/mol. Its spin multiplicity is 1. The value obtained for the HOMO-LUMO gap is 10.08 eV.

Geometry as XYZ:
```
12
C4H6O2 the ωB97M-V functional and the def2-TZVPD basis
O -1.21455 1.34859 -0.64520
C 0.02436 0.71286 -0.57451
C 0.71224 0.51010 0.80674
C 0.81826 -0.99571 0.55411
O -0.92877 -1.28236 0.22173
C 0.03730 -0.81021 -0.72378
H -1.82356 0.81052 -0.11962
H 0.68522 1.20766 -1.29101
H 1.71542 0.94953 0.86148
H 0.15510 0.80808 1.69920
H -0.26070 -1.87924 0.86233
H 0.07968 -1.37982 -1.65147
```

# 4
Entry from the Open Molecules 2025 dataset: a structure of composition C35H49N11O10P (the ωB97M-V functional and the def2-TZVPD basis).

Its HOMO energy is -0.9 eV. The energy above the lowest of the compared OMol25 structures with the same formula, charge and spin comes out at 309.9 kJ/mol. Its spin multiplicity is 1. As for the net charge: -3. The value obtained for the HOMO-LUMO gap is 6.84 eV.

Geometry as XYZ:
```
106
C35H49N11O10P the ωB97M-V functional and the def2-TZVPD basis
P 46.31096 -36.41479 54.56419
O 45.00228 -36.39665 55.16990
O 46.07643 -36.25845 52.95086
O 47.05981 -37.61384 54.86364
O 47.17806 -35.23534 55.01251
N 46.28750 -39.64307 57.31066
C 46.51390 -40.92626 57.46353
C 45.87623 -41.46922 58.68309
C 45.08337 -40.31258 59.27915
C 45.36092 -39.27993 58.21209
H 46.49005 -38.97721 56.49022
H 47.12793 -41.39449 56.70213
H 46.03934 -42.43255 59.02818
H 44.43991 -40.42207 60.33904
H 44.71569 -38.28005 58.05040
N 46.68925 -34.44184 51.56361
C 46.79409 -33.27635 52.24742
C 47.28865 -32.15130 51.32627
C 47.42577 -32.84328 49.91165
C 47.11914 -34.31187 50.21271
H 46.58750 -35.28154 52.23043
H 46.64846 -33.47597 53.32973
H 47.37645 -31.01507 51.67905
H 47.73352 -32.55494 49.04263
H 47.23569 -35.10650 49.63315
N 43.58264 -35.86348 57.97649
C 42.27062 -35.40781 57.94061
C 41.96838 -34.81098 59.29531
C 43.12352 -35.18076 60.18071
C 44.23330 -35.80968 59.21938
H 44.25289 -36.30921 57.24993
H 41.66224 -35.64787 57.06213
H 40.94168 -34.40642 59.56572
H 43.29039 -35.03662 61.33141
H 45.33210 -35.99198 59.41019
N 49.19266 -38.87193 54.68387
C 50.38568 -38.21604 54.96957
C 51.44482 -39.19863 54.52709
C 50.88708 -40.38907 54.10059
C 49.37877 -40.18754 54.17094
H 48.28030 -38.33258 54.80136
H 50.45649 -37.08948 55.22402
H 52.34560 -38.99570 54.76307
H 51.44645 -41.10809 53.52386
H 48.61356 -40.78434 53.67528
N 46.87459 -33.39531 56.50688
C 45.67773 -32.86522 57.02950
C 45.98386 -31.57056 57.81243
C 47.62015 -31.58533 57.88259
C 48.02375 -32.74142 56.98596
H 47.08283 -34.42667 55.77756
H 44.82797 -33.19262 56.76379
H 45.41837 -30.97410 58.36301
H 48.34740 -31.12984 58.25190
H 48.78264 -33.30399 56.53923
N 42.89617 -37.75799 54.53777
C 42.10213 -38.24665 55.52278
C 40.94008 -38.88162 54.84854
C 41.05510 -38.57782 53.39107
C 42.40998 -37.91911 53.24480
H 43.61839 -37.21351 54.88264
H 42.42144 -38.22766 56.58416
H 40.23896 -39.34467 55.36160
H 40.39663 -38.66870 52.51160
H 42.88238 -37.53510 52.46995
N 49.50639 -34.75483 54.29637
C 49.82418 -34.58508 52.91147
C 51.30153 -34.20295 52.88232
C 51.87132 -34.31569 54.22240
C 50.58009 -34.70060 55.16479
H 48.52196 -35.06362 54.70819
H 49.01293 -34.58015 52.28017
H 51.95897 -33.88284 51.98573
H 53.03156 -33.98737 54.38690
H 50.57216 -34.89095 56.42626
N 45.37391 -37.31233 50.95152
C 44.25789 -36.85399 50.14662
C 44.22292 -37.86383 48.92998
C 45.15712 -38.99400 49.25320
C 45.79567 -38.48899 50.51980
H 45.90620 -36.68883 51.74258
H 43.79193 -35.98425 50.42283
H 43.39125 -37.80223 48.08211
H 45.37956 -39.79009 48.65227
H 46.80963 -38.69275 51.14670
C 43.64535 -34.05259 53.54719
N 42.20749 -33.38096 53.27060
O 41.27751 -33.49907 53.99609
O 41.96787 -32.83952 52.14595
H 43.55836 -34.84667 54.24822
H 44.37577 -33.35654 53.89175
H 44.06110 -34.47379 52.59953
C 48.66648 -37.55951 51.92720
N 49.62657 -38.37624 51.14600
O 50.66854 -37.87000 50.63701
O 49.09425 -39.40301 50.59678
H 48.23378 -36.76923 51.20315
H 49.14285 -37.08567 52.78871
H 47.93756 -38.17957 52.41360
C 45.42110 -40.00865 53.54520
N 45.63719 -41.36311 53.09559
O 46.29024 -41.64054 52.18288
O 45.27789 -42.24513 53.86504
H 46.29591 -39.74047 54.02388
H 44.90252 -39.89194 54.45998
H 45.23863 -39.33127 52.74170
```